Below is C25H29BMnN6OSi as an isolated structure, with properties calculated with the ωB97M-V functional and the def2-TZVPD basis.

Its net charge is +2. As for the spin multiplicity: 4.

XYZ file:
```
64
Properties=species:S:1:pos:R:3:forces:R:3:lowdin_spin:R:1
Mn 1.598 0.439 -0.123 0.736 1.371 1.068 1.89
C 1.590 0.911 4.017 -0.012 -0.027 -0.037 0.00
C 1.094 0.320 2.866 0.078 0.016 0.057 0.00
N 1.741 0.810 1.798 -0.375 -0.422 -0.352 -0.03
N 2.649 1.702 2.243 0.160 0.164 -0.017 0.00
C 2.579 1.777 3.574 -0.121 -0.068 0.117 0.01
B 3.564 2.430 1.229 -0.309 -0.204 -0.135 0.00
N 4.278 1.313 0.425 0.083 0.193 0.134 0.00
C 5.556 1.084 0.123 0.051 -0.126 -0.110 0.02
C 5.630 -0.031 -0.705 -0.046 0.018 0.041 0.01
C 4.317 -0.436 -0.869 0.169 0.034 0.032 0.01
N 3.507 0.387 -0.175 0.318 -0.646 -0.445 0.00
N 2.605 3.108 0.215 0.198 0.083 0.137 0.00
C 2.505 4.372 -0.203 -0.127 0.093 -0.111 0.01
C 1.552 4.437 -1.209 0.029 -0.028 0.049 0.00
C 1.107 3.133 -1.358 0.002 0.077 -0.029 0.00
N 1.751 2.342 -0.489 -0.430 -0.397 -0.265 -0.03
H 1.276 0.727 5.029 0.034 0.031 0.007 0.00
H 0.313 -0.415 2.761 0.047 -0.076 -0.087 0.00
H 3.224 2.438 4.127 0.030 0.002 -0.051 0.00
H 4.313 3.188 1.743 0.054 0.064 0.029 0.00
H 6.341 1.720 0.499 -0.048 0.024 0.051 0.00
H 6.514 -0.482 -1.120 -0.005 0.011 -0.001 0.00
H 3.925 -1.264 -1.440 -0.024 0.009 0.021 0.00
H 3.105 5.153 0.236 0.051 -0.054 0.015 0.00
H 1.232 5.307 -1.754 0.009 -0.006 0.004 0.00
H 0.371 2.735 -2.038 0.001 -0.057 0.034 0.00
C -2.867 1.712 -0.565 0.362 -0.254 -0.329 0.05
C -2.815 0.525 0.377 -1.241 1.154 0.738 0.36
C -2.161 0.842 1.709 0.395 -0.414 -0.149 0.06
C -4.146 -0.174 0.520 0.224 -0.416 -0.247 0.05
Si -1.467 -0.768 -0.509 0.763 -1.342 -0.482 0.16
O -0.079 0.059 -0.510 -0.337 0.180 -0.289 0.10
C -2.072 -1.095 -2.241 -0.036 0.235 0.638 0.06
C -3.192 -1.901 -2.464 0.018 -0.086 -0.018 0.02
C -3.512 -2.303 -3.749 -0.041 0.011 0.052 0.00
C -2.729 -1.886 -4.818 -0.011 0.006 -0.001 0.03
C -1.628 -1.063 -4.607 0.013 0.029 -0.032 0.01
C -1.308 -0.651 -3.326 -0.008 0.068 0.019 0.02
C -1.176 -2.292 0.556 -0.481 0.440 -0.102 0.04
C 0.141 -2.693 0.800 0.024 0.232 0.010 0.01
C 0.421 -3.850 1.504 0.026 -0.096 0.030 0.00
C -0.621 -4.636 1.979 0.025 0.009 0.005 0.01
C -1.935 -4.261 1.744 -0.087 0.009 -0.033 0.00
C -2.210 -3.099 1.040 0.006 -0.006 0.010 0.01
H -3.541 2.455 -0.127 -0.013 -0.039 0.117 0.02
H -3.262 1.445 -1.545 -0.018 0.021 0.024 0.00
H -1.889 2.181 -0.684 -0.023 0.030 0.001 0.00
H -2.773 1.607 2.201 -0.090 0.033 -0.079 0.03
H -1.155 1.245 1.593 -0.077 0.078 0.023 0.00
H -2.130 -0.028 2.367 -0.024 0.024 0.009 0.00
H -4.846 0.537 0.975 0.061 0.099 0.010 0.03
H -4.097 -1.035 1.185 -0.052 0.066 0.020 0.00
H -4.570 -0.467 -0.440 -0.031 0.045 0.035 0.00
H -3.804 -2.240 -1.636 0.019 -0.045 -0.027 0.00
H -4.370 -2.941 -3.912 0.010 0.002 -0.041 0.00
H -2.984 -2.197 -5.823 0.014 -0.001 0.000 0.00
H -1.020 -0.741 -5.442 -0.026 -0.008 -0.020 0.00
H -0.457 0.000 -3.165 0.010 -0.021 -0.015 0.00
H 0.971 -2.101 0.422 0.042 -0.046 0.004 0.00
H 1.446 -4.147 1.683 -0.004 0.014 -0.027 0.00
H -0.407 -5.543 2.529 0.006 0.006 0.003 0.00
H -2.750 -4.873 2.108 0.017 -0.006 0.007 0.00
H -3.244 -2.827 0.870 0.011 -0.091 -0.018 0.00
```
Forces are in eV/Å.



Below is an isolated molecule of C5H6ClF, with properties calculated with the ωB97M-V functional and the def2-TZVPD basis.

Its SMILES is C=C(F)/C(C)=C/Cl. Its net charge is 0. The value obtained for the energy above the lowest of the compared OMol25 structures with the same formula, charge and spin is 234.1 kJ/mol.

XYZ file:
```
13
Properties=species:S:1:pos:R:3:forces:R:3:nbo_charge:R:1
C -2.806 0.408 0.291 0.838 -1.123 -2.511 -0.47
C -1.608 -0.124 -0.169 -0.918 0.553 3.709 0.38
F -1.621 -1.480 -0.255 0.135 -0.088 -0.967 -0.35
C -0.142 0.407 0.018 -0.870 -1.546 -0.581 -0.12
C 0.174 1.888 -0.171 1.810 2.623 0.949 -0.68
C 0.789 -0.586 0.294 -3.746 -0.447 -0.644 -0.24
Cl 2.425 -0.312 0.005 1.022 -0.173 0.453 0.04
H -2.691 1.469 0.525 -0.819 -0.275 -0.011 0.21
H -3.849 -0.181 0.104 2.882 1.683 0.813 0.24
H 0.100 2.491 0.993 0.142 -1.736 -3.647 0.23
H 1.301 2.003 -0.521 -2.174 -0.354 1.126 0.25
H -0.332 2.577 -0.998 0.267 -2.008 1.985 0.25
H 0.389 -1.698 0.525 1.430 2.891 -0.674 0.26
```
Forces are in eV/Å.



Below is an isolated ion of composition C8H13N4 and charge +1, with properties calculated with the ωB97M-V functional and the def2-TZVPD basis.

Its net charge is +1. The value obtained for the energy above the lowest of the compared OMol25 structures with the same formula, charge and spin is 289.1 kJ/mol. As for the spin multiplicity: 3.

XYZ file:
```
25
Properties=species:S:1:pos:R:3:forces:R:3:lowdin_spin:R:1
C -1.102 0.746 2.457 -1.685 1.498 2.039 0.03
C 2.961 0.390 0.450 0.508 0.631 0.045 0.00
C 0.734 -0.662 -1.653 -1.214 0.476 1.398 0.03
C -1.075 1.243 -0.749 1.058 2.068 -0.290 0.14
C -0.388 -1.801 -1.821 0.224 -0.300 -3.255 0.03
C 0.675 0.252 0.897 1.167 -0.409 -2.275 0.07
C 0.071 0.200 -0.511 -0.434 -0.066 -0.635 0.14
C -1.324 -0.110 -0.668 -1.799 -0.539 4.769 0.49
N 1.906 0.975 0.803 1.104 -0.449 1.197 0.01
N -0.008 1.099 1.824 0.920 -1.093 -0.872 0.31
N -1.688 -1.106 -1.429 3.416 -2.274 -1.015 0.31
N -1.825 -0.231 2.163 -0.905 -3.194 -1.139 0.32
H -1.326 1.448 3.209 -0.531 0.939 1.223 0.00
H 3.869 0.911 0.747 0.261 -0.129 -0.852 0.00
H 2.984 -0.546 -0.110 0.307 -0.215 0.622 0.00
H 1.699 -1.063 -1.323 -0.428 -0.012 -0.489 0.00
H 0.868 0.126 -2.432 -0.168 -1.352 -0.131 0.01
H -1.115 1.987 0.053 -0.565 -0.396 0.051 0.03
H -1.404 1.626 -1.669 0.598 1.034 -1.644 0.01
H -0.390 -2.197 -2.949 -0.291 0.893 2.459 0.01
H -0.216 -2.713 -1.191 -0.074 1.037 -0.267 0.01
H 0.807 -0.873 1.144 -0.469 1.828 0.531 0.03
H 0.488 1.988 2.027 -0.326 -0.870 -0.083 0.00
H -2.518 -1.112 -1.920 -1.847 -0.386 -1.333 0.01
H -2.682 -0.575 2.650 1.174 1.279 -0.052 0.01
```
Forces are in eV/Å.



Below is a 2-piece molecular cluster, C5H16N2O overall, with properties calculated with the ωB97M-V functional and the def2-TZVPD basis.

Its SMILES is CNCCCCN.O. Its net charge is 0. The value obtained for the energy above the lowest of the compared OMol25 structures with the same formula, charge and spin is 135.4 kJ/mol.

XYZ file:
```
24
Properties=species:S:1:pos:R:3:forces:R:3:nbo_charge:R:1
C -1.163 2.277 -0.718 -0.737 0.017 0.586 -0.41
N -1.740 1.126 -0.041 0.034 0.159 -0.205 -0.66
C -0.975 0.350 0.908 -1.341 -0.632 0.796 -0.22
C -0.918 -1.158 0.584 1.059 0.606 -1.465 -0.41
C -0.437 -1.506 -0.862 -0.053 0.640 0.950 -0.41
C 0.616 -0.554 -1.423 0.626 -1.344 -0.988 -0.22
N 1.971 -0.917 -0.965 -0.272 0.375 -0.362 -0.86
H -0.276 2.577 -0.165 0.255 0.000 -0.225 0.20
H -1.862 3.113 -0.629 0.062 0.154 -0.185 0.19
H -0.954 2.132 -1.780 0.245 -0.083 -0.006 0.18
H -2.378 0.579 -0.596 0.125 0.053 -0.038 0.36
H -1.526 0.341 1.870 0.208 0.256 -0.030 0.17
H -0.037 0.836 1.166 0.375 -0.190 -0.508 0.20
H -1.924 -1.565 0.664 0.110 -0.222 0.586 0.20
H -0.185 -1.598 1.251 -0.368 -0.315 0.554 0.20
H -1.303 -1.607 -1.510 -0.017 0.213 -0.285 0.20
H 0.035 -2.492 -0.836 -0.162 -0.119 -0.099 0.20
H 0.628 -0.735 -2.507 -0.187 0.316 -0.009 0.18
H 0.446 0.505 -1.278 -0.180 -0.028 0.240 0.20
H 2.394 -0.161 -0.467 0.282 0.096 0.491 0.36
H 2.012 -1.784 -0.455 -0.044 0.052 0.211 0.35
O 2.526 0.396 2.476 1.143 1.169 -1.869 -0.96
H 3.060 -0.321 2.114 -0.482 -0.122 0.639 0.48
H 1.989 0.164 3.199 -0.680 -1.050 1.219 0.48
```
Forces are in eV/Å.



These records have max |F| values of 1.89; 4.04; 5.13; 2.48 eV Å⁻¹, in the order they appear.
These records have DFT total energy values of -2838.721784; -754.052371; -531.118833; -384.806491 a.u., in the order they appear.